(1)
{
  "formula": "C28H51As2N3NaO3SSi3",
  "method": "ωB97M-V/def2-TZVPD",
  "species": ["As", "As", "S", "Si", "Si", "Si", "Na", "O", "O", "O", "N", "N", "N", "C", "C", "C", "C", "C", "C", "C", "C", "C", "C", "C", "C", "C", "C", "C", "C", "C", "C", "C", "C", "C", "C", "C", "C", "C", "C", "C", "C", "H", "H", "H", "H", "H", "H", "H", "H", "H", "H", "H", "H", "H", "H", "H", "H", "H", "H", "H", "H", "H", "H", "H", "H", "H", "H", "H", "H", "H", "H", "H", "H", "H", "H", "H", "H", "H", "H", "H", "H", "H", "H", "H", "H", "H", "H", "H", "H", "H", "H", "H"],
  "coordinates": [[-3.031, -0.009, -0.194], [2.879, -0.054, 0.399], [0.007, 2.171, 0.366], [3.833, -2.197, 0.678], [3.480, 1.370, 2.211], [4.179, 0.821, -1.352], [-0.125, -0.462, 0.446], [0.409, -0.731, 2.665], [-2.305, -3.781, 2.721], [-0.006, -2.161, -0.838], [-1.768, -0.690, 3.369], [-0.115, -1.560, 4.709], [-1.324, -2.605, 0.991], [-0.082, 4.738, 1.318], [-0.300, -4.432, -0.061], [3.560, 2.575, -1.729], [1.234, -1.893, 5.084], [2.133, 1.513, 3.529], [0.460, 6.695, 0.022], [-3.207, -1.016, -1.868], [-0.960, -6.263, 1.363], [0.685, 5.875, -1.076], [2.903, -3.144, 2.033], [-0.235, -7.106, 0.526], [-4.528, -0.850, 0.764], [0.531, 4.507, -0.979], [6.060, 0.869, -1.032], [-0.978, -4.922, 1.042], [0.148, 3.895, 0.222], [-0.520, -2.950, -0.043], [3.585, -3.130, -0.961], [3.767, 3.116, 1.531], [5.073, 0.780, 3.081], [0.072, 6.106, 1.220], [-3.955, 1.618, -0.770], [0.421, -5.257, -0.899], [-1.624, -3.727, 1.701], [5.699, -2.279, 1.079], [0.440, -6.613, -0.585], [-0.432, -0.979, 3.520], [3.873, -0.192, -2.931], [3.477, -3.158, 2.967], [4.144, 0.430, -3.786], [2.825, -0.463, -3.036], [-2.619, -0.520, -2.641], [1.163, 1.700, 3.073], [5.933, -3.289, 1.424], [6.308, -2.082, 0.193], [6.010, -1.582, 1.857], [4.432, -3.005, -1.639], [0.993, -7.300, -1.215], [-2.810, -2.020, -1.726], [2.676, -2.820, -1.473], [-1.487, -6.635, 2.231], [5.093, -0.301, 3.229], [1.886, -1.607, 4.262], [1.346, -2.969, 5.254], [-3.304, 2.168, -1.447], [6.302, 1.295, -0.059], [4.736, 3.226, 1.040], [3.494, -4.195, -0.741], [-0.382, 4.291, 2.257], [3.739, 3.812, 2.372], [-1.980, -0.487, 2.402], [-4.902, 1.386, -1.264], [2.502, 2.687, -1.499], [1.925, -2.738, 2.248], [0.952, -4.863, -1.752], [2.978, 3.416, 0.845], [4.466, -1.105, -2.986], [2.409, 2.377, 4.140], [1.543, -1.352, 5.983], [-4.829, -0.202, 1.590], [-0.194, -8.167, 0.740], [5.971, 1.058, 2.529], [-0.861, -1.739, 5.356], [6.511, -0.125, -1.086], [0.583, 7.768, -0.053], [4.102, 3.349, -1.188], [0.705, 3.880, -1.845], [-4.138, 2.247, 0.101], [6.530, 1.494, -1.795], [3.695, 2.761, -2.798], [2.062, 0.642, 4.179], [5.130, 1.245, 4.067], [-0.112, 6.722, 2.093], [-4.201, -1.802, 1.166], [2.782, -4.177, 1.706], [-4.254, -1.068, -2.177], [-5.384, -0.999, 0.103], [-2.380, -1.418, 3.712], [0.987, 6.307, -2.024]],
  "charge": -1,
  "gap_ev": 5.78,
  "total_energy_ha": -7388.3541,
  "largest_force_ev_per_a": 0.84
}



(2)
{
  "formula": "C28H51N2O9P",
  "method": "ωB97M-V/def2-TZVPD",
  "species": ["P", "O", "O", "O", "O", "O", "O", "O", "O", "O", "N", "N", "C", "C", "C", "C", "C", "C", "C", "C", "C", "C", "C", "C", "C", "C", "C", "C", "C", "C", "C", "C", "C", "C", "C", "C", "C", "C", "C", "C", "H", "H", "H", "H", "H", "H", "H", "H", "H", "H", "H", "H", "H", "H", "H", "H", "H", "H", "H", "H", "H", "H", "H", "H", "H", "H", "H", "H", "H", "H", "H", "H", "H", "H", "H", "H", "H", "H", "H", "H", "H", "H", "H", "H", "H", "H", "H", "H", "H", "H", "H"],
  "coordinates": [[1.288, 3.105, 6.302], [1.619, 4.400, 6.896], [-0.216, 0.194, -0.704], [1.841, 1.880, 7.165], [1.576, 3.956, -4.692], [0.767, 1.160, -3.160], [-0.270, 2.891, 6.117], [-0.255, -1.993, 3.846], [-1.994, -0.701, 3.505], [-1.861, -2.807, -0.345], [-2.445, -3.892, -0.747], [1.558, 2.453, 2.288], [1.406, 2.175, 3.596], [-4.821, -3.384, -0.173], [5.282, 1.776, -0.091], [-3.913, -5.737, 0.122], [4.103, 1.832, 0.920], [2.045, 3.062, 4.643], [-0.763, 3.560, -5.377], [0.346, 4.570, -5.038], [-2.734, -3.809, -2.217], [1.938, 1.913, -3.442], [-3.982, -2.969, -2.492], [2.334, 3.598, 1.769], [-2.923, -5.208, -2.840], [0.949, 1.694, 1.347], [3.460, 3.214, 0.772], [1.039, -0.218, -1.204], [-0.485, -0.262, 0.595], [-3.207, -3.941, 1.620], [1.600, 3.397, -3.401], [0.033, 0.279, 2.996], [-5.183, -3.399, -1.654], [1.034, -0.150, -2.713], [4.656, 1.561, 2.308], [-3.586, -4.223, 0.168], [-0.825, -0.860, 3.458], [0.183, 0.592, 1.651], [-1.542, -3.199, -2.940], [0.653, 1.061, 3.959], [-2.141, -5.893, -2.511], [4.254, 3.944, 0.925], [1.990, -0.509, -3.102], [2.719, 1.668, -2.713], [-1.705, 3.897, -4.952], [3.933, 1.662, 3.115], [5.391, 0.798, -0.544], [1.854, 0.434, -0.868], [-4.647, -2.347, 0.132], [5.522, 2.177, 2.532], [-6.016, -2.717, -1.833], [-0.086, -1.275, 0.722], [-5.664, -3.738, 0.422], [2.329, 1.694, -4.439], [0.525, 0.789, 4.994], [4.998, 0.527, 2.341], [1.081, 1.987, 0.319], [-4.002, -4.307, 2.268], [-2.862, -5.138, -3.926], [-1.711, -3.231, -4.015], [2.329, 3.923, -2.779], [-3.611, -6.231, -0.795], [0.697, -2.005, 3.672], [0.007, 5.244, -4.249], [-0.625, -3.753, -2.725], [5.103, 2.505, -0.879], [3.106, 2.856, 4.769], [-2.283, -4.455, 1.892], [-0.542, 2.581, -4.965], [-3.891, -5.653, -2.624], [-3.080, -2.878, 1.823], [-4.226, -3.032, -3.554], [-3.396, -6.269, 0.920], [2.737, 4.216, 2.556], [-0.866, 3.484, -6.453], [-1.394, -2.158, -2.663], [6.196, 2.093, 0.399], [-0.665, 2.836, 7.004], [2.806, 1.861, 7.089], [1.964, 4.097, 4.330], [0.264, -0.822, -3.080], [-4.982, -5.910, 0.249], [-5.531, -4.392, -1.951], [1.288, -1.242, -0.913], [3.103, 3.377, -0.241], [-3.767, -1.915, -2.285], [3.397, 1.070, 0.591], [0.549, 5.178, -5.913], [0.626, 3.491, -2.920], [1.621, 4.218, 1.233], [-1.549, -0.350, 0.782]],
  "charge": 1,
  "gap_ev": [6.36, 7.35],
  "total_energy_ha": -2225.2937,
  "largest_force_ev_per_a": 2.15,
  "s2": 0.754,
  "spin_multiplicity": 2
}



(3)
{
  "formula": "C28H52BF3N10O2Se2Si2Ta",
  "method": "ωB97M-V/def2-TZVPD",
  "species": ["Ta", "Se", "Se", "Si", "Si", "F", "F", "F", "O", "O", "N", "N", "N", "N", "N", "N", "N", "N", "N", "N", "C", "C", "C", "C", "C", "C", "C", "C", "C", "C", "C", "C", "C", "C", "C", "C", "C", "C", "C", "C", "C", "C", "C", "C", "C", "C", "C", "C", "B", "H", "H", "H", "H", "H", "H", "H", "H", "H", "H", "H", "H", "H", "H", "H", "H", "H", "H", "H", "H", "H", "H", "H", "H", "H", "H", "H", "H", "H", "H", "H", "H", "H", "H", "H", "H", "H", "H", "H", "H", "H", "H", "H", "H", "H", "H", "H", "H", "H", "H", "H", "H"],
  "coordinates": [[0.651, -0.223, 0.234], [-0.058, -0.420, 2.637], [0.844, 2.352, 1.033], [-1.347, -3.164, 1.252], [-2.196, -1.911, -1.462], [-8.128, 2.408, 0.384], [-7.972, 0.469, 1.333], [-7.574, 2.263, 2.472], [3.092, 1.179, 2.894], [-0.544, 2.895, 5.603], [-0.624, 1.035, -0.856], [1.233, -0.419, -4.260], [2.829, 0.245, -0.149], [-1.171, 2.841, -2.181], [2.934, -2.591, 0.582], [-3.306, 1.357, 0.214], [3.905, -0.348, 0.396], [0.385, 1.279, -2.922], [0.938, -0.753, -1.962], [1.693, -2.286, 0.165], [-4.177, 1.890, -0.639], [0.522, 0.000, -5.469], [-1.822, -4.771, 0.388], [0.666, 0.637, 4.142], [-3.742, 0.952, 1.409], [-0.476, 1.707, -1.941], [-2.482, -0.558, -2.787], [-1.662, -3.343, -2.585], [4.660, 1.317, -0.854], [-7.425, 1.692, 1.269], [5.012, 0.269, -0.011], [0.114, -3.746, 2.297], [0.834, 2.813, 5.281], [-5.068, 1.052, 1.788], [3.241, -3.841, 0.238], [-5.967, 1.603, 0.889], [0.307, 2.736, 2.858], [3.278, 1.261, -0.902], [1.220, -3.379, -0.455], [0.839, -0.027, -3.023], [2.165, -4.392, -0.442], [-3.954, -2.278, -0.916], [-1.138, -1.606, 0.092], [2.631, 2.200, 3.750], [-5.525, 2.037, -0.348], [1.122, 2.073, 3.957], [-2.797, -2.820, 2.402], [1.913, -1.705, -4.374], [3.784, -1.566, 1.360], [0.546, 1.884, -3.708], [2.415, -1.745, -5.337], [0.541, -4.651, 1.855], [1.213, -2.546, -4.312], [4.888, -2.008, 1.540], [1.304, 2.270, 6.102], [1.189, -0.123, -6.319], [-2.816, -4.752, -0.061], [-3.790, 2.187, -1.607], [-1.441, 3.357, -1.357], [-0.289, -4.020, 3.278], [5.975, -0.078, 0.324], [-1.110, -5.148, -0.347], [1.432, 0.013, 4.598], [4.028, 1.027, 3.055], [-2.132, 0.450, -2.607], [-1.914, -4.324, -2.186], [-3.000, -3.729, 2.977], [-1.447, 1.292, -0.280], [-3.713, -2.563, 1.863], [0.916, -3.033, 2.462], [-0.952, 3.597, 5.088], [1.132, -1.723, -2.169], [-4.416, -1.398, -0.455], [-4.036, -3.107, -0.214], [0.224, -3.393, -0.860], [0.230, 1.046, -5.436], [-1.876, -0.978, 0.630], [-1.851, -5.504, 1.203], [-5.389, 0.706, 2.761], [-2.997, 0.523, 2.072], [-1.005, 3.385, -3.010], [2.664, -1.801, -3.592], [1.287, 3.810, 5.237], [-0.210, 0.646, 4.789], [2.597, 1.918, -1.419], [3.114, 2.124, 4.731], [2.855, 3.193, 3.343], [0.362, 3.825, 2.924], [-2.061, -0.900, -3.737], [4.200, -4.253, 0.509], [-2.229, -3.223, -3.513], [-3.564, -0.483, -2.935], [-4.544, -2.535, -1.801], [5.310, 2.018, -1.347], [2.068, -5.388, -0.841], [-0.607, -3.361, -2.873], [-6.205, 2.470, -1.068], [3.193, -1.254, 2.360], [-2.584, -2.022, 3.114], [-0.739, 2.437, 2.942], [-0.375, -0.603, -5.630]],
  "charge": 1,
  "gap_ev": 6.56,
  "total_energy_ha": -7559.4871,
  "largest_force_ev_per_a": 0.58
}